# 1
DFT (ωB97M-V/def2-TZVPD) results for a structure of composition C48H96AlCl2F2I2MgN3O12S2.

## Properties
- Maximum force: 4.3 eV/Å
- E_tot: -160735.3502 eV
- HOMO energy: -10.5 eV
- Molar mass: 1385.436 g mol⁻¹
- Kohn-Sham gap: 2.04 eV

Structure (ORCA input):
```
! RIJCOSX wB97M-V def2-TZVPD def2/J DEFGRID3
* xyz 2 1
C 1.317 3.628 -2.173
C 0.941 2.341 -2.331
C 0.462 1.540 -1.117
N -0.528 0.494 -1.494
Cl -1.699 1.531 -2.415
C -0.062 -0.671 -2.351
S 1.781 -0.792 -2.412
C -0.385 -0.612 -3.871
O -1.678 -1.090 -4.171
C -2.428 -0.332 -5.105
C -3.849 -0.108 -4.594
C -0.716 -1.957 -1.765
C -0.083 -3.267 -2.210
O 1.123 -3.650 -1.550
C 1.372 -5.036 -1.647
C 2.583 -5.366 -0.796
O 2.259 -5.646 0.563
C 3.275 -5.214 1.460
C 2.770 -4.214 2.509
O 2.581 -4.797 3.781
C 1.248 -5.170 4.053
C 0.346 -4.004 4.429
C -0.907 -1.614 -0.234
C 0.465 -1.553 0.476
C -1.773 -2.540 0.657
I -0.973 -4.514 0.926
C -3.249 -2.684 0.220
C -3.529 -3.742 -0.839
I -4.362 -3.321 2.075
C -1.429 -0.170 -0.365
F -2.650 -0.227 -1.025
C -1.812 0.717 0.830
C -3.032 0.248 1.627
C -0.698 1.077 1.833
C -0.952 2.408 2.557
H 2.048 3.861 -1.402
H 0.866 4.414 -2.764
H 1.033 1.864 -3.299
H 0.029 2.269 -0.450
H 1.345 1.136 -0.619
H 1.980 -1.926 -3.195
H -0.139 0.360 -4.297
H 0.348 -1.326 -4.303
H -2.002 0.648 -5.325
H -2.531 -0.912 -6.022
H -4.285 -1.018 -4.191
H -3.877 0.645 -3.806
H -4.467 0.296 -5.394
H -1.749 -2.117 -2.065
H -0.791 -4.097 -2.165
H 0.156 -3.153 -3.282
H 1.610 -5.278 -2.685
H 0.537 -5.637 -1.278
H 3.046 -6.263 -1.220
H 3.295 -4.548 -0.910
H 3.660 -6.057 2.042
H 4.141 -4.775 0.966
H 3.573 -3.484 2.633
H 1.908 -3.659 2.136
H 0.814 -5.782 3.257
H 1.293 -5.828 4.921
H 0.567 -3.606 5.415
H 0.364 -3.230 3.662
H -0.679 -4.382 4.462
H 0.297 -1.413 1.547
H 1.049 -2.458 0.365
H 1.088 -0.722 0.172
H -1.748 -2.119 1.656
H -3.742 -1.765 -0.061
H -4.555 -3.515 -1.245
H -2.829 -3.723 -1.671
H -3.629 -4.737 -0.424
H -2.130 1.668 0.391
H -3.368 1.133 2.167
H -2.812 -0.492 2.391
H -3.877 -0.022 1.004
H 0.308 1.074 1.425
H -0.699 0.309 2.610
H -1.119 3.223 1.856
H -0.054 2.623 3.134
H -1.756 2.309 3.280
C -6.730 -2.316 5.135
C -5.521 -2.352 6.067
C -5.998 -2.582 7.496
O -4.837 -1.127 6.006
H -7.424 -1.510 5.386
H -6.392 -2.180 4.112
H -7.291 -3.253 5.180
H -4.951 -3.256 5.790
H -6.656 -1.792 7.867
H -5.135 -2.630 8.160
H -6.542 -3.524 7.598
Al -5.673 0.528 6.816
F 1.269 -2.740 -4.605
C -5.030 3.958 0.833
C -5.119 4.324 2.306
C -6.380 5.121 2.591
O -3.971 5.084 2.687
H -4.995 4.855 0.211
H -4.114 3.393 0.636
H -5.885 3.356 0.522
H -5.107 3.415 2.913
H -6.369 6.048 2.023
H -6.436 5.389 3.648
H -7.278 4.558 2.328
H -3.969 5.891 2.159
C 3.443 -2.721 -7.499
C 2.123 -2.344 -8.146
O 2.176 -2.568 -9.556
H 4.257 -2.138 -7.935
H 3.414 -2.546 -6.423
H 3.670 -3.775 -7.675
H 1.906 -1.289 -7.989
H 1.306 -2.931 -7.717
H 2.357 -3.502 -9.696
C 2.588 -9.423 2.524
C 3.279 -9.119 1.214
O 4.563 -9.738 1.330
S 4.439 -11.066 2.224
O 4.324 -12.187 1.370
O 5.406 -11.000 3.253
O 2.988 -10.758 2.843
H 2.936 -8.761 3.321
H 1.506 -9.359 2.449
H 3.383 -8.053 1.038
H 2.754 -9.579 0.374
C 7.879 3.484 0.486
C 7.521 4.689 -0.418
C 8.698 4.978 -1.365
C 8.940 3.939 -2.472
C 7.664 3.197 -2.908
C 6.355 3.944 -2.632
N 6.300 4.286 -1.174
O 5.303 4.803 -0.832
C 5.218 2.967 -2.962
C 6.231 5.170 -3.535
C 7.327 5.902 0.476
H 7.069 3.268 1.184
H 8.772 3.705 1.064
H 8.070 2.578 -0.090
H 8.544 5.954 -1.829
H 9.603 5.082 -0.770
H 9.389 4.441 -3.328
H 9.674 3.208 -2.139
H 7.723 2.952 -3.966
H 7.635 2.234 -2.391
H 5.232 2.105 -2.294
H 5.331 2.598 -3.978
H 4.236 3.435 -2.892
H 6.272 4.839 -4.569
H 7.030 5.895 -3.385
H 5.281 5.684 -3.385
H 8.251 6.092 1.015
H 6.544 5.753 1.217
H 7.086 6.793 -0.106
C -7.999 11.111 1.407
C -8.657 9.852 1.960
C -7.644 8.832 2.493
C -6.785 8.302 1.438
N -6.107 7.897 0.605
H -7.366 10.886 0.547
H -8.757 11.823 1.082
H -7.384 11.598 2.166
H -9.274 9.394 1.186
H -9.326 10.130 2.775
H -8.179 8.000 2.956
H -7.028 9.285 3.272
Cl -6.074 -3.462 -0.026
Mg -3.426 -2.692 8.410
*
```

---

# 2
DFT (ωB97M-V/def2-TZVPD) results for a cluster of 12 separate species, C48H96O12 in total.

## Properties
- Maximum force: 2.0 eV/Å
- E_tot: -75897.4883 eV
- HOMO energy: -9.1 eV
- Molar mass: 865.284 g mol⁻¹
- Kohn-Sham gap: 9.66 eV
- Energy above the lowest of the compared OMol25 structures with the same formula, charge and spin: 0.9172 eV
- SMILES: C1CCOC1.C1CCOC1.C1CCOC1.C1CCOC1.C1CCOC1.C1CCOC1.C1CCOC1.C1CCOC1.C1CCOC1.C1CCOC1.C1CCOC1.C1CCOC1

Structure (ORCA input):
```
! RIJCOSX wB97M-V def2-TZVPD def2/J DEFGRID3
* xyz 0 1
C -6.126 -8.992 18.574
C -7.558 -9.335 18.173
C -7.919 -8.052 17.429
O -6.751 -7.674 16.715
C -5.595 -8.206 17.347
H -5.574 -9.914 18.757
H -6.109 -8.337 19.445
H -8.195 -9.485 19.043
H -7.601 -10.192 17.503
H -8.228 -7.265 18.133
H -8.754 -8.156 16.734
H -5.000 -7.420 17.816
H -5.016 -8.886 16.723
C 1.453 -12.033 12.258
C 0.559 -11.742 11.063
C -0.143 -10.447 11.470
O -0.033 -10.369 12.887
C 0.660 -11.474 13.442
H 2.398 -11.487 12.195
H 1.748 -13.075 12.390
H -0.151 -12.541 10.841
H 1.169 -11.651 10.162
H -1.196 -10.429 11.180
H 0.341 -9.560 11.054
H -0.021 -12.208 13.887
H 1.328 -11.091 14.216
C 3.989 -7.175 13.351
C 5.204 -7.794 14.059
C 4.547 -8.784 14.993
O 3.511 -9.347 14.208
C 2.944 -8.302 13.420
H 4.234 -6.864 12.340
H 3.648 -6.332 13.953
H 5.733 -7.016 14.621
H 5.938 -8.231 13.384
H 4.135 -8.352 15.914
H 5.191 -9.604 15.317
H 1.955 -7.990 13.770
H 2.784 -8.751 12.434
C 1.945 -5.708 19.089
C 1.912 -6.851 18.081
C 2.528 -6.179 16.842
O 2.168 -4.812 16.907
C 1.634 -4.497 18.202
H 2.866 -5.628 19.663
H 1.154 -5.824 19.839
H 0.873 -7.070 17.822
H 2.449 -7.729 18.430
H 2.188 -6.686 15.936
H 3.622 -6.279 16.888
H 0.574 -4.259 18.134
H 2.222 -3.659 18.585
C -6.632 -2.556 18.429
C -6.701 -4.078 18.312
C -5.230 -4.530 18.312
O -4.439 -3.369 18.561
C -5.161 -2.243 18.125
H -6.793 -2.307 19.480
H -7.362 -2.012 17.836
H -7.161 -4.479 17.405
H -7.313 -4.492 19.117
H -4.976 -4.812 17.280
H -4.939 -5.340 18.977
H -5.009 -2.024 17.058
H -4.838 -1.384 18.713
C -0.470 -8.523 21.340
C -1.618 -9.071 20.488
C -2.817 -8.246 20.922
O -2.288 -6.972 21.226
C -1.045 -7.206 21.902
H 0.428 -8.376 20.741
H -0.217 -9.183 22.169
H -1.713 -10.156 20.570
H -1.490 -8.912 19.413
H -3.317 -8.685 21.803
H -3.614 -8.171 20.181
H -1.308 -7.298 22.960
H -0.384 -6.357 21.742
C -1.694 -2.183 15.015
C -1.890 -1.987 16.521
C -2.140 -0.495 16.547
O -3.003 -0.241 15.447
C -2.717 -1.205 14.429
H -1.829 -3.218 14.693
H -0.670 -1.941 14.714
H -1.063 -2.340 17.132
H -2.810 -2.509 16.793
H -1.188 0.031 16.356
H -2.516 -0.075 17.479
H -2.349 -0.764 13.502
H -3.663 -1.716 14.230
C 0.462 -12.337 17.655
C -0.436 -11.159 17.205
C -1.646 -11.839 16.532
O -1.626 -13.189 16.968
C -0.266 -13.563 17.095
H 0.508 -12.423 18.739
H 1.474 -12.301 17.252
H 0.114 -10.461 16.577
H -0.775 -10.668 18.116
H -1.588 -11.785 15.442
H -2.551 -11.388 16.934
H 0.142 -13.899 16.128
H -0.215 -14.459 17.716
C -6.122 -4.617 14.164
C -4.923 -5.473 14.574
C -4.340 -5.868 13.200
O -4.819 -4.902 12.263
C -5.538 -3.894 12.962
H -6.508 -3.996 14.972
H -6.914 -5.304 13.854
H -5.170 -6.338 15.187
H -4.181 -4.853 15.086
H -4.689 -6.860 12.902
H -3.247 -5.847 13.230
H -6.327 -3.499 12.324
H -4.861 -3.095 13.284
C -2.068 -7.101 16.777
C -2.298 -8.166 15.721
C -1.037 -7.974 14.877
O -0.814 -6.573 14.888
C -1.404 -5.931 16.021
H -1.322 -7.444 17.501
H -2.958 -6.811 17.333
H -3.179 -7.983 15.104
H -2.326 -9.133 16.223
H -1.021 -8.341 13.856
H -0.223 -8.467 15.436
H -2.109 -5.226 15.580
H -0.668 -5.455 16.669
C -4.743 -11.044 12.362
C -5.516 -12.317 12.652
C -4.873 -12.772 13.959
O -4.486 -11.573 14.627
C -4.646 -10.431 13.755
H -5.265 -10.411 11.640
H -3.745 -11.207 11.950
H -5.469 -13.080 11.873
H -6.571 -12.078 12.794
H -3.990 -13.400 13.814
H -5.611 -13.299 14.568
H -3.777 -9.790 13.888
H -5.572 -9.930 14.055
C 0.988 -4.407 13.846
C 2.140 -3.434 13.606
C 1.601 -2.541 12.496
O 0.676 -3.317 11.747
C 0.173 -4.380 12.542
H 0.350 -4.162 14.698
H 1.256 -5.434 14.093
H 3.001 -3.998 13.243
H 2.420 -2.900 14.511
H 2.381 -2.215 11.802
H 1.156 -1.611 12.877
H 0.281 -5.324 11.999
H -0.901 -4.254 12.720
*
```

---

What is the HOMO energy in the second record?
-9.1 eV